(one)
This record from the Open Molecules 2025 dataset describes one molecule with the formula CH5N3O2. The level of theory is wB97M-V/def2-TZVPD.

Structure (ORCA input):
```
! RIJCOSX wB97M-V def2-TZVPD def2/J DEFGRID3
* xyz 0 1
C -0.0467 -0.2521 -1.4623
N 0.2441 0.2378 -0.1329
N 1.5739 -0.1086 0.5273
O 1.8785 0.6079 1.4168
N -0.6744 0.8391 0.6563
O -0.7422 0.0151 2.0793
H -1.1123 -0.1787 -1.7052
H 0.5280 0.3270 -2.1918
H 0.2724 -1.2981 -1.5414
H -1.6275 0.6576 0.3180
H -0.2940 -0.8470 2.0358
*
```

- HOMO energy (alpha / beta): -8.78 / -8.79 eV
- Orbital gap (alpha / beta): 8.755 / 8.756 eV

---

(two)
This record from the Open Molecules 2025 dataset describes a 2-piece molecular cluster, CH5N3O2 overall. The level of theory is wB97M-V/def2-TZVPD.

Structure (ORCA input):
```
! RIJCOSX wB97M-V def2-TZVPD def2/J DEFGRID3
* xyz 0 1
C -0.3428 1.0396 0.9837
N 0.7720 0.2371 0.5051
N 0.6583 -0.3504 -0.6924
N -0.2510 -1.2829 -1.0550
O -0.8287 -1.8530 -0.1563
O -0.3417 -1.4987 -2.2369
H -0.4741 1.8857 0.3115
H -1.2837 0.4830 1.0522
H -0.0777 1.4137 1.9698
H 1.1481 -0.4024 1.2001
H 1.0211 0.3283 -1.8817
*
```

- HOMO energy: -10.18 eV
- Orbital gap: 10.409 eV

---

(three)
This record from the Open Molecules 2025 dataset describes CH5N3O2 as an isolated structure. The level of theory is wB97M-V/def2-TZVPD.

Structure (ORCA input):
```
! RIJCOSX wB97M-V def2-TZVPD def2/J DEFGRID3
* xyz 0 1
N 0.6907 0.2144 -0.4030
C -0.8407 0.0698 -0.1140
N 1.2130 -0.5971 -1.3683
N -1.0807 0.7778 0.9635
O 1.5206 0.1552 0.7312
O -1.5139 -0.4407 -0.9723
H 1.5312 1.0702 1.0576
H 1.2426 -1.5839 -1.1017
H 0.7000 -0.4620 -2.2351
H -1.2356 0.2506 1.9258
H -2.2273 0.5457 1.5163
*
```

- HOMO energy: -8.52 eV
- Orbital gap: 8.528 eV

---

Quick one: least stable of them? (one)

---

(one)
This record from the Open Molecules 2025 dataset describes a 2-piece molecular cluster, C4H12S2 overall. The level of theory is wB97M-V/def2-TZVPD.

Structure (ORCA input):
```
! RIJCOSX wB97M-V def2-TZVPD def2/J DEFGRID3
* xyz 0 1
C 1.0745 1.8101 1.6757
C -0.0842 1.4801 0.7623
S -1.1986 0.3544 1.7046
H 0.8874 2.4744 2.4470
H 2.0607 2.3819 1.2239
H 1.7579 0.9439 1.8445
H -0.4898 2.5041 0.4090
H 0.3299 0.8447 -0.0784
H -1.9101 1.3547 2.3573
C 0.2561 -2.3247 -1.1252
C -0.0737 -0.9698 -1.7529
S -1.8323 -0.2966 -1.6420
H -0.5013 -3.1738 -1.2067
H 0.3104 -2.1881 -0.0156
H 1.0957 -2.8719 -1.6017
H 0.6273 -0.2103 -1.3430
H 0.1679 -1.0956 -2.8389
H -2.4777 -1.0174 -0.8199
*
```

- HOMO energy: -8.50 eV
- Orbital gap: 9.241 eV

---

(two)
This record from the Open Molecules 2025 dataset describes a 2-piece molecular cluster, C4H12S2 overall. The level of theory is wB97M-V/def2-TZVPD.

Structure (ORCA input):
```
! RIJCOSX wB97M-V def2-TZVPD def2/J DEFGRID3
* xyz 0 1
C 0.8729 1.7876 0.6848
C 2.1208 1.4486 -0.0582
C 1.7233 0.3903 -1.2315
H 0.6584 2.8557 0.7621
H 0.6804 1.4356 1.7895
H -0.0209 1.2738 0.0817
H 2.8904 1.0343 0.5308
H 2.5803 2.3315 -0.5916
H 0.8372 0.7755 -1.7050
H 2.5361 0.3388 -1.9271
H 1.2571 -0.5047 -0.7381
C -1.8467 -2.7357 -0.1545
S -1.4550 -1.4551 1.0750
S -2.9850 0.0898 0.8144
H -1.6577 -2.3330 -1.1142
H -2.9488 -2.8162 -0.1105
H -1.3638 -3.7175 0.1351
H -3.8792 -0.1993 1.7573
*
```

- HOMO energy: -9.20 eV
- Orbital gap: 9.347 eV

---

(three)
This record from the Open Molecules 2025 dataset describes a 2-piece molecular cluster, C4H12S2 overall. The level of theory is wB97M-V/def2-TZVPD.

Structure (ORCA input):
```
! RIJCOSX wB97M-V def2-TZVPD def2/J DEFGRID3
* xyz 0 1
C -0.3979 0.3683 2.0014
C -0.1912 -1.1260 1.9811
S -0.2602 -1.9488 3.6377
H 0.5253 0.9032 2.2296
H -1.1645 0.7215 2.6893
H -0.6081 0.6702 0.9760
H -0.9707 -1.6304 1.4231
H 0.7766 -1.3675 1.5627
H -1.0173 -2.9554 3.2650
C -0.0744 -0.2101 -3.1024
S 0.8221 -0.1890 -1.5543
C 0.7948 1.5979 -1.2371
H 0.4519 0.3654 -3.8533
H -1.0716 0.1958 -3.0253
H -0.1190 -1.2333 -3.4569
H -0.0114 1.9368 -0.5992
H 1.7295 1.8181 -0.7237
H 0.7860 2.0834 -2.2137
*
```

- HOMO energy: -8.69 eV
- Orbital gap: 9.566 eV

---

Quick one: least stable of them? (one)

---

(one)
This record from the Open Molecules 2025 dataset describes one molecule with the formula C4H4I2O. The level of theory is wB97M-V/def2-TZVPD.

Structure (ORCA input):
```
! RIJCOSX wB97M-V def2-TZVPD def2/J DEFGRID3
* xyz 0 1
C 0.5084 0.4012 0.1963
C -0.6881 0.9208 0.2518
I -0.9192 3.0630 -0.2868
C -2.0337 0.2169 0.5794
C -3.0067 -0.2403 -0.6006
O -2.8587 -0.0852 -1.7477
I -4.6271 -1.3364 0.1837
H 1.4159 0.8311 0.1050
H 0.6427 -0.5616 0.6426
H -2.5866 0.5820 1.4291
H -1.9004 -0.8718 0.8828
*
```

- HOMO energy: -9.47 eV
- Orbital gap: 9.670 eV

---

(two)
This record from the Open Molecules 2025 dataset describes a 2-piece molecular cluster, C4H4I2O overall. The level of theory is wB97M-V/def2-TZVPD.

Structure (ORCA input):
```
! RIJCOSX wB97M-V def2-TZVPD def2/J DEFGRID3
* xyz 0 1
C -1.3388 -1.5645 0.1501
C 0.6947 0.5858 -0.7516
C 0.8864 0.6573 0.7592
C -0.4593 0.5120 0.0914
O -2.4908 -1.8154 0.1175
I 0.2376 -2.9949 -0.2173
I -1.9938 1.9125 0.2104
H 1.0354 1.4253 -1.3988
H 1.1626 -0.3168 -1.2022
H 1.4567 -0.1008 1.2235
H 0.8095 1.6994 1.0178
*
```

- HOMO energy (alpha / beta): -8.66 / -8.66 eV
- Orbital gap (alpha / beta): 7.700 / 7.699 eV

---

Quick one: least stable of them? (two)

---

(one)
This record from the Open Molecules 2025 dataset describes a 2-piece molecular cluster, C4H5N2 overall. The level of theory is wB97M-V/def2-TZVPD.

Structure (ORCA input):
```
! RIJCOSX wB97M-V def2-TZVPD def2/J DEFGRID3
* xyz 1 1
C -2.4218 1.3956 -1.6808
C 1.3851 -0.5956 0.9679
C 0.8877 -0.5162 -0.4174
C 0.8631 0.8966 -0.4704
N -1.3005 1.2460 -1.5431
N 0.6342 0.6331 0.7795
H -3.4629 1.5391 -1.8236
H 0.9659 -1.3375 1.6464
H 2.4445 -0.4139 1.1381
H 0.1542 -1.1762 -0.8611
H 0.8021 1.7458 -1.1199
*
```

- HOMO energy: -16.55 eV
- Orbital gap: 11.703 eV

---

(two)
This record from the Open Molecules 2025 dataset describes an isolated ion of composition C4H5N2 and charge +1. The level of theory is wB97M-V/def2-TZVPD.

Structure (ORCA input):
```
! RIJCOSX wB97M-V def2-TZVPD def2/J DEFGRID3
* xyz 1 1
C -0.8837 -0.9008 -0.7085
C -1.2476 1.0209 1.0511
C 0.1495 -0.2944 -0.0317
C 1.5389 0.0235 -0.0944
N -2.1345 -0.5499 -0.3919
N -1.9878 0.4043 0.3575
H -0.3938 -1.7196 -1.3936
H -0.9375 1.9098 1.6147
H 1.9064 0.8813 0.4571
H 1.8922 0.1446 -1.2098
H 2.0978 -0.9197 0.3495
*
```

- HOMO energy (alpha / beta): -14.50 / -14.52 eV
- Orbital gap (alpha / beta): 6.895 / 7.047 eV

---

(three)
This record from the Open Molecules 2025 dataset describes an isolated ion of composition C4H5N2 and charge +1. The level of theory is wB97M-V/def2-TZVPD.

Structure (ORCA input):
```
! RIJCOSX wB97M-V def2-TZVPD def2/J DEFGRID3
* xyz 1 1
C 0.8482 -0.6040 -1.1109
N -0.0505 -0.1167 -0.3187
C 0.2343 0.4634 0.9132
C -0.8807 0.8320 1.5777
N -2.0266 0.5594 0.8453
C -1.8445 0.0433 -0.2327
H 1.9005 -0.5728 -0.8577
H 0.5452 -1.0654 -2.0418
H 1.2444 0.5794 1.2672
H -0.9794 1.2721 2.5545
H -2.4234 -0.3069 -1.0563
*
```

- HOMO energy: -14.98 eV
- Orbital gap: 8.818 eV

---

Quick one: least stable of them? (two)